1.
Here is C21H30IN4OReSi as an isolated structure from OMol25. Energies are from ωB97M-V/def2-TZVPD.

XYZ file:
```
59
Properties=species:S:1:pos:R:3:nbo_charge:R:1
Re -1.55 1.18 0.69 1.497
N -2.21 0.76 2.64 -0.753
C -3.36 -0.21 2.58 -0.248
C -3.04 -1.24 1.52 -0.256
N -2.71 -0.51 0.24 -0.748
H -1.42 0.32 3.12 0.426
H -2.46 1.57 3.20 0.432
H -4.25 0.36 2.33 0.218
H -3.52 -0.67 3.55 0.267
H -3.87 -1.93 1.37 0.264
H -2.16 -1.82 1.79 0.233
H -3.56 -0.31 -0.28 0.421
H -2.18 -1.13 -0.37 0.435
I -2.85 6.72 -1.51 0.361
C -3.15 4.83 -0.77 -0.296
C -4.36 4.16 -0.61 0.043
N -4.10 2.95 -0.10 -0.302
N -2.77 2.77 0.10 -0.433
C -2.20 3.92 -0.31 -0.022
H -5.37 4.47 -0.83 0.280
H -4.77 2.25 0.15 0.431
H -1.13 4.06 -0.25 0.240
C 2.59 1.94 -0.27 -0.685
C 3.03 0.58 0.20 0.021
C 3.26 0.46 1.68 -0.691
C 4.02 -0.11 -0.69 -0.698
Si 1.17 -0.64 -0.04 2.090
O 0.04 0.13 0.87 -1.182
C 0.59 -0.38 -1.78 -0.567
C -0.03 0.84 -2.11 -0.263
C -0.58 1.04 -3.36 -0.185
C -0.52 0.03 -4.31 -0.151
C 0.08 -1.18 -4.00 -0.170
C 0.63 -1.39 -2.74 -0.177
C 1.68 -2.26 0.61 -0.583
C 2.46 -3.16 -0.13 -0.199
C 2.79 -4.40 0.39 -0.179
C 2.35 -4.76 1.66 -0.127
C 1.60 -3.88 2.42 -0.188
C 1.27 -2.64 1.90 -0.206
H 3.41 2.63 -0.01 0.290
H 1.71 2.32 0.26 0.206
H 2.44 2.00 -1.35 0.248
H 4.16 1.05 1.89 0.288
H 3.47 -0.57 1.99 0.255
H 2.45 0.87 2.28 0.230
H 4.91 0.53 -0.69 0.291
H 3.69 -0.18 -1.73 0.247
H 4.32 -1.08 -0.31 0.252
H -0.05 1.66 -1.38 0.177
H -1.04 1.99 -3.60 0.240
H -0.93 0.19 -5.30 0.256
H 0.12 -1.97 -4.74 0.257
H 1.07 -2.35 -2.52 0.237
H 2.82 -2.89 -1.11 0.224
H 3.39 -5.09 -0.19 0.252
H 2.61 -5.73 2.06 0.253
H 1.28 -4.16 3.41 0.244
H 0.71 -1.94 2.52 0.204
```

The energy relative to the best compared isomer or geometry (same formula, charge and spin) comes out at 0.0 kcal per mole. As for the spin multiplicity: 4. The calculation puts the LUMO energy (spin up / spin down) at -9.906 / -11.322 eV. As for the largest force on an atom: 0.799 eV/Å. The value obtained for the frontier orbital gap (spin up / spin down) is 6.68 / 5.30 eV. As for the charge: +3. The value obtained for the energy is -48353.197 eV.


2.
Here is the molecule C21H30N2O3 from OMol25. Energies are from ωB97M-V/def2-TZVPD.

XYZ file:
```
56
Properties=species:S:1:pos:R:3:nbo_charge:R:1
C 6.50 -1.07 -6.16 -0.608
C 5.35 -0.06 -6.16 -0.386
C 3.97 -0.72 -6.26 -0.393
C 3.61 -1.53 -5.02 -0.430
C 2.19 -2.10 -5.12 -0.055
O 1.83 -2.88 -4.00 -0.492
C 1.48 -2.27 -2.83 0.282
C 1.36 -0.90 -2.63 -0.250
C 0.98 -0.40 -1.40 -0.227
C 0.72 -1.26 -0.34 0.107
C 0.84 -2.64 -0.54 -0.206
C 1.22 -3.13 -1.76 -0.243
H 1.32 -4.19 -1.93 0.226
H 0.64 -3.32 0.28 0.211
N 0.33 -0.80 0.92 -0.570
C 0.16 0.45 1.37 0.581
O 0.29 1.50 0.77 -0.621
C -0.26 0.43 2.85 0.592
O -0.40 -0.62 3.45 -0.646
N -0.43 1.65 3.34 -0.580
H -0.30 2.41 2.68 0.424
C -0.88 1.96 4.67 -0.227
H -0.07 2.47 5.21 0.201
H -1.08 1.01 5.17 0.229
C -2.11 2.87 4.66 -0.418
C -3.35 2.29 4.03 0.011
C -3.52 1.01 3.73 -0.202
C -4.77 0.45 3.14 -0.431
C -5.95 1.41 3.26 -0.391
C -5.51 2.80 2.84 -0.389
C -4.44 3.31 3.81 -0.434
H -4.01 4.24 3.43 0.207
H -4.90 3.55 4.77 0.205
H -6.36 3.49 2.83 0.206
H -5.09 2.76 1.83 0.197
H -6.78 1.07 2.63 0.207
H -6.30 1.43 4.29 0.195
H -5.01 -0.50 3.62 0.213
H -4.59 0.22 2.08 0.207
H -2.74 0.29 3.90 0.211
H -2.33 3.14 5.70 0.219
H -1.85 3.79 4.14 0.199
H 0.16 -1.51 1.64 0.433
H 0.88 0.66 -1.25 0.249
H 1.54 -0.20 -3.43 0.210
H 2.13 -2.79 -5.96 0.192
H 1.46 -1.29 -5.28 0.168
H 4.30 -2.37 -4.89 0.208
H 3.69 -0.90 -4.13 0.205
H 3.94 -1.37 -7.13 0.195
H 3.22 0.06 -6.40 0.199
H 5.40 0.54 -5.25 0.195
H 5.47 0.61 -7.01 0.200
H 6.47 -1.70 -5.28 0.202
H 6.44 -1.70 -7.05 0.200
H 7.45 -0.55 -6.18 0.211
```

The energy relative to the best compared isomer or geometry (same formula, charge and spin) comes out at 27.0 kcal per mole. As for the spin multiplicity: 1. The calculation puts the LUMO energy at 0.774 eV. As for the SMILES: CCCCCOc1ccc(NC(=O)C(=O)NCCC2=CCCCC2)cc1. As for the largest force on an atom: 0.679 eV/Å. The value obtained for the frontier orbital gap is 8.73 eV. As for the charge: 0. The value obtained for the energy is -31387.741 eV.


3.
Here is the molecule C21H30N2O3 from OMol25. Energies are from ωB97M-V/def2-TZVPD.

XYZ file:
```
56
Properties=species:S:1:pos:R:3:nbo_charge:R:1
C -7.87 -0.21 -1.04 -0.614
C -6.48 -0.25 -0.35 0.000
C -5.50 -1.10 -0.66 -0.190
C -4.41 -1.27 0.03 -0.356
C -4.20 -0.50 0.92 0.311
C -5.25 0.55 1.42 -0.191
C -6.47 0.55 0.83 -0.219
H -7.14 1.44 0.79 0.218
H -5.04 1.37 2.07 0.219
O -3.04 -0.31 1.82 -0.482
C -2.11 -0.99 1.59 -0.091
C -1.52 -1.02 0.08 0.648
O -1.11 -2.32 -0.53 -0.725
N -1.17 0.20 -0.29 -0.483
C -1.35 1.35 0.26 -0.175
H -1.13 1.19 1.56 0.185
C -0.39 2.27 -0.19 -0.254
N 0.83 1.81 -0.48 -0.458
C 2.08 2.48 -0.03 0.699
O 1.87 3.34 0.95 -0.644
C 3.26 1.73 -0.40 -0.521
C 3.50 0.70 0.83 -0.406
C 4.96 0.07 0.44 -0.178
C 5.30 -1.03 1.62 -0.396
H 5.74 -0.45 2.11 0.174
C 6.50 -1.90 0.72 -0.404
H 6.61 -3.06 1.22 0.213
H 7.39 -1.21 0.64 0.216
C 5.74 -2.14 -0.56 -0.414
H 5.19 -3.01 -0.60 0.209
H 6.60 -2.17 -1.47 0.195
C 4.99 -0.85 -1.07 -0.423
H 5.52 -0.19 -1.70 0.212
H 3.99 -1.20 -1.30 0.204
H 4.47 -1.77 1.70 0.222
H 5.77 0.94 0.41 0.196
H 2.86 -0.15 0.46 0.211
H 3.62 1.04 1.95 0.264
H 3.30 1.42 -1.32 0.226
H 3.95 2.64 -0.11 0.251
C 0.93 0.68 -1.33 -0.223
H 1.09 1.14 -2.24 0.183
C -0.67 0.18 -1.60 -0.242
H -0.61 -0.92 -2.05 0.303
H -1.29 0.94 -2.33 0.206
H 1.64 -0.12 -1.13 0.210
H -0.80 2.73 -1.11 0.155
H -0.13 3.10 0.50 0.284
H -2.35 1.80 0.25 0.220
H -1.42 -0.91 2.38 0.212
H -2.38 -2.17 1.67 0.131
H -3.71 -1.94 -0.26 0.263
H -5.65 -1.85 -1.52 0.211
H -8.54 0.43 -0.60 0.206
H -8.27 -1.26 -1.01 0.218
H -7.68 0.17 -1.95 0.211
```

The energy relative to the best compared isomer or geometry (same formula, charge and spin) comes out at 433.9 kcal per mole. As for the spin multiplicity: 1. The calculation puts the LUMO energy at 0.467 eV. As for the SMILES: Cc1ccc(OCC(=O)N2CCN(C(=O)CCC3CCCC3)CC2)cc1. As for the largest force on an atom: 18.769 eV/Å. The value obtained for the frontier orbital gap is 9.09 eV. As for the charge: 0. The value obtained for the energy is -31370.099 eV.